143
Properties=species:S:1:pos:R:3:mulliken_charge:R:1 method="wB97M-V/def2-TZVPD" charge=-1 homo_energy_ha="0.011 / -0.258" multiplicity=2 e_lumo_ha="0.0780 / 0.0755" homo_lumo_gap_ev="1.82 / 9.08" s_squared=0.751
O -0.50 4.93 1.40 -0.684
H -0.98 5.12 0.60 0.327
H -0.03 4.12 1.22 0.113
O -5.24 -2.58 1.85 -0.643
H -5.18 -3.42 1.40 0.283
H -4.33 -2.32 2.00 0.244
O -2.86 -2.19 3.66 -0.577
H -2.78 -3.09 3.98 0.195
H -2.04 -1.77 3.93 0.115
O -3.46 1.00 3.95 -0.760
H -3.40 1.35 3.06 0.476
H -2.95 0.19 3.93 0.207
O 0.05 1.52 5.75 -0.091
H -0.03 2.47 5.68 0.166
H -0.29 1.31 6.63 0.221
O -0.38 -1.12 4.35 0.522
H -0.24 -0.22 4.64 -0.027
H 0.49 -1.52 4.35 -0.474
O -5.27 1.74 0.38 -0.596
H -4.79 1.22 1.02 0.351
H -6.16 1.79 0.73 0.195
O -3.99 3.26 -1.58 -0.696
H -4.08 2.55 -2.22 0.377
H -4.52 2.98 -0.83 0.276
C -3.24 1.76 -4.98 -1.556
C -3.81 0.64 -4.13 0.084
C -2.79 0.14 -3.10 1.613
O -1.70 -0.47 -3.80 -0.501
C -0.73 -1.17 -2.97 0.059
N -4.96 1.24 -3.42 -0.497
H -2.31 1.49 -5.47 0.348
H -2.85 2.54 -4.33 0.142
H -3.80 2.14 -5.84 0.441
H -4.12 -0.10 -4.87 0.401
H -3.23 -0.64 -2.48 -0.784
H -2.40 0.95 -2.49 -0.216
H -0.05 -0.53 -2.41 -0.322
H -0.08 -1.73 -3.64 0.388
H -1.20 -1.76 -2.19 -0.008
H -5.59 1.69 -4.07 0.281
H -5.62 0.60 -3.02 0.024
C -2.27 -0.33 0.68 0.309
C -1.55 0.81 1.38 -0.219
C -0.33 1.23 0.52 0.515
O 0.42 2.33 1.04 0.670
C 1.19 2.05 2.24 0.046
N -2.40 2.01 1.54 -0.312
H -2.44 -0.27 -0.39 -0.526
H -3.22 -0.43 1.21 0.230
H -1.69 -1.24 0.89 0.153
H -1.26 0.55 2.40 -0.297
H -0.67 1.60 -0.44 0.010
H 0.22 0.30 0.35 -0.326
H 1.58 2.95 2.71 0.101
H 2.12 1.61 1.87 -0.604
H 0.76 1.35 2.95 -0.055
H -1.79 2.79 1.75 0.277
H -2.63 2.17 0.57 0.063
C 2.26 -2.35 1.05 -0.918
C 3.58 -2.07 1.66 0.557
C 3.93 -0.65 2.22 -1.342
O 3.98 0.30 1.19 0.624
C 5.20 0.31 0.44 -0.888
N 3.87 -3.16 2.58 -0.693
H 1.93 -1.64 0.29 0.026
H 1.52 -2.24 1.84 -0.243
H 2.17 -3.36 0.66 0.742
H 4.25 -2.26 0.82 -0.127
H 4.75 -0.78 2.93 0.399
H 3.10 -0.36 2.87 0.034
H 5.16 1.19 -0.20 -0.084
H 5.42 -0.59 -0.12 0.288
H 6.00 0.49 1.16 0.448
H 4.87 -3.12 2.69 0.319
H 3.78 -4.06 2.13 0.402
C -4.32 -4.54 -3.66 -1.879
C -3.79 -3.58 -2.68 0.906
C -4.83 -2.93 -1.74 -0.387
O -5.74 -2.25 -2.61 -0.361
C -6.81 -1.59 -1.96 -0.938
N -2.89 -4.34 -1.90 -0.400
H -4.86 -5.39 -3.24 0.393
H -3.49 -5.01 -4.19 0.479
H -4.95 -3.99 -4.36 0.356
H -3.28 -2.76 -3.19 -0.134
H -4.49 -2.32 -0.90 0.069
H -5.43 -3.73 -1.30 0.733
H -7.33 -2.42 -1.48 0.339
H -7.40 -1.05 -2.71 0.300
H -6.56 -0.83 -1.23 0.298
H -2.56 -3.88 -1.07 -0.007
H -3.34 -5.19 -1.59 0.263
C -0.30 -4.36 2.93 -1.563
C -0.41 -4.86 1.49 1.796
C -0.23 -6.44 1.35 -1.256
O -0.64 -6.96 0.06 -0.197
C -0.05 -8.22 -0.12 -0.900
N -1.77 -4.46 1.20 -0.224
H 0.71 -4.48 3.32 0.463
H -1.02 -4.86 3.57 0.373
H -0.49 -3.29 2.99 -0.324
H 0.25 -4.41 0.74 -0.181
H -0.80 -6.96 2.13 0.433
H 0.79 -6.67 1.64 0.453
H -0.42 -8.48 -1.11 0.246
H -0.40 -9.00 0.55 0.306
H 1.04 -8.17 -0.18 0.350
H -2.44 -5.20 1.35 0.265
H -2.02 -3.68 1.78 -0.087
C 8.99 4.10 -0.18 -1.400
C 7.74 4.83 0.44 0.393
C 6.66 3.81 0.95 -0.230
O 5.60 4.44 1.60 -0.364
C 4.80 3.53 2.34 -0.507
N 8.15 5.87 1.51 -0.803
H 8.68 3.45 -1.00 0.335
H 9.52 3.56 0.60 0.381
H 9.71 4.77 -0.64 0.380
H 7.23 5.41 -0.33 0.354
H 7.28 3.21 1.63 0.277
H 6.33 3.12 0.17 -0.036
H 5.28 3.21 3.27 0.406
H 4.57 2.67 1.71 -0.057
H 3.84 3.93 2.67 0.294
H 8.64 6.57 0.97 0.257
H 7.33 6.33 1.86 0.286
C 2.59 2.24 -1.52 -0.964
C 2.40 3.47 -2.43 1.014
C 1.24 4.47 -2.07 -0.981
O 0.00 3.95 -2.54 -0.034
C -0.23 4.43 -3.92 -0.391
N 3.63 4.24 -2.32 -0.668
H 1.72 1.59 -1.56 -0.171
H 2.74 2.52 -0.48 0.052
H 3.47 1.69 -1.85 0.627
H 2.35 3.23 -3.50 0.133
H 1.54 5.49 -2.27 0.420
H 1.11 4.64 -1.00 0.094
H -1.11 3.87 -4.24 -0.160
H 0.57 4.32 -4.65 0.275
H -0.61 5.45 -3.76 0.346
H 3.70 4.99 -2.98 0.223
H 4.37 3.59 -2.54 0.238

---

46
Properties=species:S:1:pos:R:3:mulliken_charge:R:1 method="wB97M-V/def2-TZVPD" e_above_lowest_kcal_mol=0.0 charge=+4 homo_energy_ha=-0.632 e_lumo_ha=-0.3834 homo_lumo_gap_ev=6.75
Sn -1.43 0.30 -0.91 0.801
Cl 12.80 -0.26 8.62 -0.015
C 12.35 -0.06 7.03 0.892
C 10.96 -0.09 6.72 -0.686
C 10.57 0.07 5.45 0.403
Cl 8.95 0.05 4.97 -0.055
C 11.59 0.28 4.35 0.183
O 11.27 0.42 3.21 -0.395
C 13.04 0.29 4.77 0.443
Cl 14.16 0.52 3.56 -0.011
C 13.38 0.13 6.08 -0.705
H 10.25 -0.23 7.53 0.468
H 14.42 0.14 6.40 0.477
Br -0.64 0.75 -3.77 -0.031
C -1.29 -0.73 -4.87 -0.489
Br -3.21 -0.83 -4.95 -0.059
H -0.92 -1.65 -4.43 0.368
H -0.90 -0.55 -5.86 0.445
N -6.88 2.58 -0.47 -0.230
C -5.38 2.77 -0.54 -0.956
P -4.69 1.70 -1.89 1.183
O -5.77 0.73 -2.24 -0.952
O -3.34 1.23 -1.39 -0.257
C -4.42 2.74 -3.40 -0.776
N -5.09 2.08 -4.57 -0.146
H -7.22 2.59 0.50 0.368
H -7.12 1.68 -0.90 0.340
H -7.39 3.32 -0.97 0.360
H -4.96 2.42 0.40 0.374
H -5.15 3.83 -0.64 0.431
H -3.36 2.85 -3.62 0.360
H -4.85 3.74 -3.28 0.442
H -5.91 1.55 -4.24 0.387
H -4.46 1.39 -5.00 0.072
H -5.37 2.75 -5.29 0.406
C -4.43 -4.69 0.09 -1.061
N -3.28 -3.91 -0.39 -0.143
C -3.36 -2.75 -0.99 0.748
N -4.53 -2.14 -1.15 -0.189
S -1.87 -2.09 -1.65 -0.454
H -4.07 -5.62 0.49 0.349
H -5.10 -4.91 -0.74 0.386
H -4.96 -4.15 0.87 0.371
H -2.36 -4.30 -0.27 0.284
H -5.39 -2.59 -0.86 0.251
H -4.61 -1.34 -1.76 0.017

---

41
Properties=species:S:1:pos:R:3:mulliken_charge:R:1 method="wB97M-V/def2-TZVPD" charge=+1 homo_energy_ha=-0.439 e_lumo_ha=-0.1112 homo_lumo_gap_ev=8.91
C -0.86 -0.26 1.25 -0.826
C -1.10 0.52 -0.01 0.654
N -0.46 0.41 -1.10 -0.520
C -2.23 1.54 -0.01 -1.097
N -1.75 2.82 0.63 -0.296
Si -0.34 3.82 -0.22 0.381
C -0.71 5.52 0.42 -1.126
C -0.55 3.71 -2.05 -1.050
C 1.20 3.09 0.49 -0.949
H -1.57 -0.04 2.05 0.433
H -0.92 -1.33 1.02 -0.007
H 0.16 -0.09 1.62 0.358
H 0.25 -0.33 -1.06 0.304
H -3.08 1.18 0.56 0.502
H -2.52 1.77 -1.02 0.326
H -1.46 2.61 1.59 0.393
H -2.55 3.45 0.73 0.385
H 0.11 6.16 0.08 0.336
H -1.63 5.94 0.00 0.349
H -0.75 5.61 1.51 0.360
H -0.37 4.70 -2.46 0.415
H 0.16 2.99 -2.47 0.331
H -1.54 3.39 -2.38 0.359
H 2.02 3.23 -0.22 0.360
H 1.13 2.02 0.68 0.266
H 1.47 3.59 1.42 0.344
C 2.28 -5.60 -1.02 -1.046
C 2.49 -4.38 -0.15 -0.288
O 1.62 -3.30 -0.45 -0.396
C 0.24 -3.56 -0.30 -0.154
C -0.17 -3.89 1.13 -1.324
H 2.34 -5.34 -2.08 0.295
H 3.06 -6.34 -0.81 0.390
H 1.32 -6.09 -0.84 0.274
H 3.49 -3.97 -0.31 0.311
H 2.41 -4.65 0.91 0.291
H -0.10 -4.35 -0.98 0.284
H -0.25 -2.64 -0.62 0.249
H 0.16 -4.87 1.46 0.363
H -1.27 -3.89 1.19 0.413
H 0.22 -3.15 1.82 0.354

---

80
Properties=species:S:1:pos:R:3:mulliken_charge:R:1 method="wB97M-V/def2-TZVPD" charge=-1 homo_energy_ha=-0.165 e_lumo_ha=0.0567 homo_lumo_gap_ev=6.03
C -1.89 1.70 2.51 -0.996
C -0.99 2.18 1.27 0.791
S -0.33 0.83 0.20 -0.122
C -1.47 -0.64 0.18 -0.554
Ga -1.35 -1.91 1.80 -0.279
C -3.19 -2.12 2.76 -0.655
C -4.22 -0.93 2.47 0.008
C -4.62 -0.09 3.78 0.440
O -3.97 -0.10 4.84 -0.545
O -5.83 0.68 3.75 -0.445
P 0.39 -1.45 3.31 0.785
N -0.25 -1.22 4.78 -0.990
O 1.44 -2.79 3.44 -0.537
O 1.31 -0.06 2.98 -0.418
H -1.55 0.74 3.01 0.168
H -2.99 1.72 2.20 0.150
H -1.79 2.53 3.31 0.349
H -0.08 2.72 1.71 -0.377
H -1.58 2.98 0.71 0.030
H -1.19 -1.24 -0.77 0.204
H -2.53 -0.24 -0.04 0.251
H -1.03 -3.38 1.20 -0.266
H -3.68 -3.08 2.34 0.312
H -3.08 -2.29 3.88 0.368
H -3.88 -0.18 1.70 -0.050
H -5.21 -1.39 2.10 0.352
H -6.38 0.39 4.52 0.212
H -1.28 -1.28 4.73 0.276
H 1.03 -3.56 2.99 0.298
H 1.44 0.49 3.79 0.295
C 0.18 1.85 -4.09 -0.301
Cl 0.45 3.32 -3.13 0.021
Cl 1.62 0.82 -4.06 -0.119
Cl -1.23 0.97 -3.49 -0.067
H -0.01 2.15 -5.12 0.455
C 3.26 3.48 0.72 -0.158
Cl 4.68 2.42 0.72 -0.075
Cl 2.13 2.99 -0.55 0.031
Cl 2.48 3.46 2.31 -0.127
H 3.59 4.49 0.52 0.327
C 8.69 2.53 -0.10 0.025
Cl 7.70 1.07 -0.20 -0.094
Cl 7.69 3.98 -0.26 -0.106
Cl 9.59 2.56 1.43 -0.126
H 9.41 2.52 -0.91 0.302
C -0.91 -5.49 -1.34 0.001
Cl -1.91 -6.93 -1.52 -0.151
Cl -1.90 -4.02 -1.44 -0.074
Cl 0.00 -5.55 0.17 -0.077
H -0.19 -5.47 -2.16 0.284
C -0.95 6.18 -0.13 -0.146
Cl -0.07 6.27 -1.66 -0.138
Cl -2.57 5.51 -0.38 -0.114
Cl -0.05 5.22 1.05 -0.014
H -1.06 7.19 0.26 0.393
C -3.94 4.64 -4.37 -0.099
Cl -2.80 3.29 -4.21 0.093
Cl -4.75 4.60 -5.94 -0.145
Cl -5.13 4.60 -3.06 -0.130
H -3.38 5.57 -4.29 0.307
C -3.76 -0.33 -6.48 -0.029
Cl -4.13 -0.76 -8.15 -0.144
Cl -2.02 -0.36 -6.19 -0.093
Cl -4.43 1.26 -6.08 -0.072
H -4.23 -1.07 -5.82 0.314
C 7.12 -2.39 -1.44 0.328
Cl 8.26 -3.74 -1.28 -0.115
Cl 6.30 -2.44 -3.00 -0.130
Cl 5.95 -2.41 -0.12 -0.085
H 7.69 -1.46 -1.37 -0.002
C 11.13 -6.02 -2.62 0.191
Cl 11.18 -7.55 -3.52 -0.127
Cl 12.54 -5.88 -1.57 -0.124
Cl 11.03 -4.65 -3.73 -0.114
H 10.24 -6.03 -2.00 0.170
C -9.00 -1.95 4.70 0.034
Cl -10.10 -1.52 3.38 -0.130
Cl -7.60 -2.83 4.08 -0.085
Cl -8.49 -0.51 5.59 -0.145
H -9.54 -2.60 5.39 0.323

---

57
Properties=species:S:1:pos:R:3:mulliken_charge:R:1 method="wB97M-V/def2-TZVPD" charge=-1 homo_energy_ha=-0.136 e_lumo_ha=0.0849 homo_lumo_gap_ev=6.01
C 3.25 -0.60 3.14 -1.131
C 1.77 -0.72 3.48 -0.603
C 0.86 -0.52 2.25 -0.186
C 0.11 0.83 2.22 -0.690
C 0.05 1.45 0.83 -0.691
C -1.03 0.83 -0.05 -0.336
C -0.73 0.94 -1.55 0.196
B -0.67 2.47 -1.99 1.073
N 0.56 3.25 -2.23 -0.656
O -1.87 3.13 -2.15 -0.678
C -1.84 0.21 -2.33 -0.646
O -1.49 -1.15 -2.26 -0.625
B 0.01 -1.22 -2.08 1.346
C 0.77 -1.79 -3.41 -0.843
C 2.27 -1.65 -3.41 -0.488
O 2.84 -2.32 -2.28 -0.261
C 4.20 -2.05 -2.12 -0.218
C 4.77 -3.02 -1.11 -1.194
O 0.42 0.22 -1.90 -1.199
H 3.52 -1.29 2.34 0.223
H 3.49 0.41 2.79 0.284
H 3.89 -0.81 4.00 0.396
H 1.58 -1.69 3.94 0.342
H 1.52 0.04 4.23 0.327
H 0.14 -1.34 2.18 0.372
H 1.46 -0.59 1.34 0.082
H -0.92 0.67 2.56 -0.046
H 0.56 1.53 2.94 0.493
H 1.01 1.31 0.32 0.402
H -0.11 2.54 0.91 0.275
H -2.00 1.31 0.16 -0.091
H -1.14 -0.23 0.19 0.352
H 0.61 3.98 -1.52 0.195
H 0.47 3.77 -3.10 0.194
H -2.61 2.58 -1.92 0.331
H -2.83 0.31 -1.86 0.325
H -1.86 0.56 -3.38 0.257
H 0.26 -1.91 -1.08 -0.413
H 0.50 -2.84 -3.57 0.198
H 0.40 -1.23 -4.28 0.238
H 2.54 -0.59 -3.37 0.235
H 2.74 -2.08 -4.31 0.394
H 4.35 -1.01 -1.78 0.279
H 4.72 -2.14 -3.09 0.302
H 5.71 -2.65 -0.69 0.369
H 4.96 -4.00 -1.56 0.299
H 4.06 -3.14 -0.30 0.278
C -4.54 1.38 3.20 -0.500
C -5.87 0.69 2.99 0.303
O -6.06 0.81 1.60 -0.362
C -4.84 0.95 1.00 0.563
O -4.64 0.83 -0.15 -0.423
O -3.90 1.19 1.95 -0.184
F -6.89 1.32 3.64 -0.301
H -4.70 2.45 3.38 0.279
H -3.93 0.96 4.00 0.285
H -5.90 -0.36 3.27 0.279

---

14
Properties=species:S:1:pos:R:3:mulliken_charge:R:1 method="wB97M-V/def2-TZVPD" e_above_lowest_kcal_mol=44.4 charge=0 homo_energy_ha=-0.380 e_lumo_ha=0.0394 homo_lumo_gap_ev=11.40 smiles=C[C@@H](O)[C@H]1CO1
C -1.61 -0.45 -0.86 -1.311
C -0.24 -0.70 -0.24 0.253
O 0.79 -0.83 -1.19 -0.563
C 0.09 0.43 0.74 -0.068
C 1.43 0.65 1.27 -0.349
O 0.92 1.46 0.20 -0.473
H -1.64 0.53 -1.35 0.299
H -1.85 -1.22 -1.61 0.344
H -2.39 -0.47 -0.09 0.352
H -0.25 -1.66 0.31 0.278
H 1.02 0.07 -1.47 0.361
H -0.76 0.81 1.31 0.382
H 2.26 -0.01 1.00 0.217
H 1.54 1.17 2.22 0.277

---

43
Properties=species:S:1:pos:R:3:mulliken_charge:R:1 method="wB97M-V/def2-TZVPD" e_above_lowest_kcal_mol=20.4 charge=+1 homo_energy_ha=-0.421 e_lumo_ha=-0.1323 homo_lumo_gap_ev=7.85
Y 0.29 -0.53 -0.35 -0.248
H 1.46 0.81 0.91 0.410
H 0.77 0.73 1.26 -0.276
P 2.76 0.27 -1.26 0.945
P -1.52 -2.17 0.78 0.866
C -3.04 -2.07 -0.23 -1.048
H -3.83 -2.76 0.12 0.412
H -3.42 -1.04 -0.22 0.204
H -2.80 -2.32 -1.28 0.299
C -0.90 -3.89 0.70 -1.096
H 0.04 -3.94 1.27 0.341
H -1.66 -4.57 1.12 0.398
H -0.69 -4.15 -0.35 0.316
C -1.91 -1.71 2.51 -1.040
H -2.28 -0.67 2.55 0.154
H -2.65 -2.38 2.98 0.424
H -0.97 -1.74 3.10 0.301
C 3.75 -1.22 -1.68 -1.235
H 4.74 -0.94 -2.05 0.392
H 3.85 -1.84 -0.77 0.347
H 3.22 -1.81 -2.45 0.371
C 2.70 1.24 -2.81 -1.193
H 2.16 2.19 -2.62 0.336
H 3.71 1.46 -3.19 0.383
H 2.13 0.66 -3.56 0.353
C 3.82 1.21 -0.08 -1.251
H 3.93 0.61 0.84 0.380
H 4.82 1.42 -0.50 0.389
H 3.33 2.17 0.18 0.384
C -0.95 0.60 -2.18 0.239
O -1.60 1.36 -2.76 -0.219
H 1.52 -1.43 1.07 -0.181
C -2.79 2.74 -0.06 -1.369
C -1.50 2.12 0.45 0.629
C -1.34 2.26 1.96 -1.503
O -1.25 0.78 0.03 0.029
H -3.67 2.36 0.48 0.336
H -2.94 2.62 -1.13 0.301
H -2.75 3.82 0.14 0.392
H -0.65 2.67 0.02 0.136
H -2.18 1.89 2.57 0.321
H -0.40 1.87 2.35 0.427
H -1.30 3.34 2.12 0.444

---

32
Properties=species:S:1:pos:R:3:mulliken_charge:R:1 method="wB97M-V/def2-TZVPD" e_above_lowest_kcal_mol=104.9 charge=0 homo_energy_ha=-0.300 e_lumo_ha=0.0311 homo_lumo_gap_ev=9.02
C -0.36 0.46 -2.71 -0.876
C -0.58 1.40 -1.75 -0.343
C 0.34 -0.65 -2.08 0.452
C 1.52 0.58 1.17 0.018
C -0.05 -0.45 2.37 0.152
C -0.35 -1.33 3.26 -0.848
C -0.18 1.39 0.64 -0.901
C -0.93 0.66 1.77 1.642
C -2.17 -0.05 1.04 -1.803
C -1.33 1.63 2.87 -1.612
C 2.57 -1.29 -3.25 -1.134
C 1.15 -1.67 -2.73 -0.581
N 0.37 -0.33 -0.78 -0.633
N 1.36 -0.25 2.07 -0.610
N -0.24 0.79 -0.59 0.806
H -0.65 0.27 -3.73 0.397
H -0.99 2.41 -1.76 0.384
H 2.36 1.00 0.68 0.449
H 0.29 -2.15 3.41 0.390
H -1.47 -1.47 3.55 0.180
H -0.04 2.48 0.58 0.484
H -2.88 0.40 0.41 0.384
H -2.75 -0.51 1.79 0.442
H -1.70 -0.85 0.49 0.494
H -1.93 2.51 2.56 0.372
H -0.36 2.11 3.20 0.398
H -1.77 1.11 3.72 0.317
H 2.73 -1.83 -4.25 0.296
H 3.46 -1.56 -2.68 0.319
H 2.72 -0.28 -3.57 0.370
H 1.25 -2.60 -2.06 0.262
H 0.63 -1.93 -3.63 0.331